52
Properties=species:S:1:pos:R:3 method="wB97M-V/def2-TZVPD" e_above_lowest_ev=8.2039 e_lumo_ev=-8.45 homo_ev=-14.31 total_charge=+2 gap_ev=5.860
H -0.698 0.592 0.918
H 2.259 0.061 -0.759
Li -1.111 -2.978 1.134
H -3.666 2.510 -0.636
H -0.409 2.579 2.346
C -0.830 -3.285 -4.586
O 3.569 -0.337 0.850
Li -3.327 -2.129 0.456
H -2.864 2.031 -2.082
H -1.465 -2.162 -2.352
H -1.491 -3.982 -4.072
C 2.541 -0.742 -0.078
H 0.962 1.372 -0.485
H 0.842 2.017 3.292
H 0.120 3.351 -0.093
C 0.216 0.807 1.471
H 0.535 2.157 -2.048
C 1.227 -1.231 0.647
N 0.832 -0.522 1.834
C -1.270 1.491 4.778
H 0.919 -0.853 -1.790
H -3.445 3.594 -1.949
C -0.809 -1.591 -3.009
C -0.674 2.645 -0.336
H -0.992 0.113 -0.669
H -0.280 -4.012 -5.184
H 4.645 -2.110 0.666
O -0.967 0.952 3.532
C -0.041 1.646 2.772
Li -0.563 -0.945 2.447
H 0.629 0.187 -3.097
C 0.099 -0.402 -2.349
H 3.535 -2.054 2.075
C 4.213 -1.480 1.443
Cl -1.539 -1.304 0.724
H 0.452 -1.409 -0.098
C 0.153 1.661 -1.156
H -2.161 0.969 5.125
H -0.878 2.275 0.669
H 0.928 1.420 0.918
H 5.121 -1.274 2.010
H -1.515 2.551 4.838
H 1.624 -0.401 2.449
O 0.003 -2.400 -3.717
O -1.643 3.450 -0.907
H 2.774 -1.513 -0.813
C -2.921 2.843 -1.357
H -1.398 -2.687 -5.298
H 1.554 -2.153 1.128
H -1.553 -1.111 -3.644
N -0.681 0.547 -1.526
H -0.560 1.245 5.568